1.
ORCA calculation (the ωB97M-V functional and the def2-TZVPD basis) on C9H11N in the gas phase at a distorted geometry.

The orbital gap comes out at 8.099 eV. For the energy above the lowest of the compared OMol25 structures with the same formula, charge and spin, the calculation gives 303.8 kJ/mol. For the total energy, the calculation gives -404.13436 hartree. As for the LUMO energy: 0.0181 hartree.

Geometry as XYZ:
```
21
C9H11N | the Open Molecules 2025 dataset | the ωB97M-V functional and the def2-TZVPD basis
H -2.8143 -2.4862 1.3714
C -2.5034 1.0008 0.8899
C -2.3164 -1.5705 0.9169
C 1.0413 -0.3073 -0.3979
N -0.1854 1.9798 1.1572
C 0.9436 -0.0308 -1.9063
H -0.8039 -2.8245 0.2593
H 2.1616 0.3115 1.3129
C -2.9772 -0.3604 1.0963
H 3.1200 -0.2942 0.0597
H 0.1848 -0.6583 -2.3542
C -1.2368 1.4096 1.0096
H -4.0221 -0.4716 1.3407
C -0.9081 -1.7618 0.4399
C 0.0444 -0.8314 0.2323
H -3.1016 1.8899 0.6554
H 0.5042 2.1278 0.4187
H 0.5288 0.9267 -1.9149
H 2.5912 1.3554 0.0353
H 1.8637 -0.1641 -2.4475
C 2.2464 0.3051 0.2874
```



2.
ORCA calculation (the ωB97M-V functional and the def2-TZVPD basis) on a molecular structure, C44H28N4Pd.

The orbital gap comes out at 5.854 eV. For the energy above the lowest of the compared OMol25 structures with the same formula, charge and spin, the calculation gives 72.1 kJ/mol. For the total energy, the calculation gives -2040.48393 hartree. As for the LUMO energy: -0.0377 hartree.

Geometry as XYZ:
```
77
C44H28N4Pd | the Open Molecules 2025 dataset | the ωB97M-V functional and the def2-TZVPD basis
C -0.5215 -4.2354 -0.0706
C -1.9981 -2.5125 1.0418
H 6.3134 5.2811 2.3849
C 0.5034 -4.1399 -0.9642
C 2.5607 -2.9821 -2.8445
C 2.3442 -3.5411 -5.1847
H -5.0550 5.6600 1.9124
C 3.9052 2.9195 2.1292
C 1.1926 2.6373 0.3660
H -3.7512 2.8445 -1.9282
C -5.0169 4.4388 -1.2387
C -3.4092 3.2836 0.1387
N 1.9528 -0.0629 -0.5699
C 4.3193 -4.1795 -3.9801
H 0.9918 -4.9459 -1.4885
C 3.9086 -0.5642 -1.6192
C 0.8557 -2.7548 -1.0505
C -2.3378 2.2578 0.2588
C 1.8232 -2.9795 -4.0304
C 3.6001 -4.1320 -5.1642
C -3.7857 4.0770 1.2187
C -4.0400 3.4661 -1.0897
C -2.8137 -4.6298 4.0294
C 4.8800 3.7189 2.7038
H 5.7923 5.4961 -0.0216
C -4.7673 5.0455 1.0685
H -1.1936 4.9179 0.4105
H -4.8727 1.1146 1.0220
C 3.8057 -3.6026 -2.8270
C -2.7000 -3.5091 1.8926
H -6.1469 5.9880 -0.2818
H 4.9920 1.1987 -0.8993
C -4.5869 -4.9101 2.4397
H 4.3646 -3.6459 -1.8999
Pd 0.0501 -0.0878 -0.0269
C -1.0040 2.6975 0.2337
C -2.5235 -1.2126 0.9789
C -5.3818 5.2322 -0.1608
H 4.6293 -1.0915 -2.2224
H -1.0280 -5.1272 0.2628
H 4.0636 4.0625 -1.0521
H 0.8460 -2.5128 -4.0450
H -4.3464 -3.8848 0.5712
H 4.0163 -4.5518 -6.0709
C 2.5658 -1.0031 -1.3440
C -4.0455 -5.1708 3.6893
H -4.5804 -5.7913 4.3966
H -1.1831 -3.3871 3.4052
H -5.4922 4.5781 -2.2014
N 0.0136 -2.0353 -0.2631
C 2.8417 0.9380 -0.3296
C -0.5538 4.0511 0.3812
C -3.9211 -4.0812 1.5482
H 3.3719 2.1881 2.7237
C -2.1422 -3.8115 3.1346
C -0.8520 -2.9012 0.3319
N -1.8542 -0.1290 0.4976
C 5.5566 4.6536 1.9324
H -5.5366 -5.3479 2.1594
H -4.6306 -1.4655 1.7003
H 5.1114 3.6055 3.7554
H 5.2892 -4.6600 -3.9571
C 4.0968 0.5994 -0.9457
C -3.8711 -0.8177 1.2950
H 1.4766 4.8406 0.6322
C 3.5966 3.0420 0.7737
C 1.9884 -2.2287 -1.6992
C -2.7103 0.9300 0.4838
H 1.7765 -3.5060 -6.1057
H -2.3783 -4.8355 4.9989
N 0.0788 1.8728 0.2072
C 0.8016 4.0094 0.5063
C -3.9994 0.4870 0.9438
C 4.2890 3.9685 0.0034
C 5.2606 4.7727 0.5838
C 2.5119 2.1663 0.2504
H -3.3071 3.9268 2.1789
```



3.
ORCA calculation (the ωB97M-V functional and the def2-TZVPD basis) on 11 unconnected molecules or ions with the total composition C47H99F3N10O25P3 at a distorted geometry.

The orbital gap comes out at 7.956 eV. For the total energy, the calculation gives -5602.70826 hartree. The net charge is -1. As for the LUMO energy: 0.0510 hartree.

Geometry as XYZ:
```
187
C47H99F3N10O25P3 | the Open Molecules 2025 dataset | the ωB97M-V functional and the def2-TZVPD basis
H 1.5869 8.3435 0.3966
H -0.5716 -1.5992 1.7639
H 1.6882 -6.7305 -3.2598
H -2.4725 -3.3496 -2.7973
O 0.1900 -5.6208 0.2502
P 4.8025 0.1094 3.6887
H 3.0284 -2.9064 4.0640
C 6.3464 -2.7260 -4.2689
H 4.5182 -0.8166 -1.0949
H -3.3969 -2.8937 -1.3899
O -1.9448 -0.7261 -0.7920
H 5.5626 -2.8465 2.3311
C -2.2443 -2.6892 2.1913
C -4.5091 1.5770 -4.0584
H 2.2868 3.4409 0.4021
H -4.2853 1.6357 -1.8501
N 3.1126 4.6784 -1.1466
O -5.4973 -5.9422 -5.0655
N 4.4571 0.0980 5.3490
C 4.1060 2.6200 3.1482
H -2.3923 3.0288 -3.3870
H 3.6559 -5.9807 -0.6105
C 0.7320 -7.0115 -2.8335
H 6.3385 -3.6907 -4.7891
C -2.4195 -2.7829 -1.8653
H -6.7252 -0.7446 -1.8034
N 4.2791 -1.4251 3.2141
C -4.9308 3.3302 2.1048
H 5.1961 4.5755 -1.7304
N 1.3390 6.2668 0.0408
H 3.5941 -6.8043 -2.9077
H -0.1897 6.9462 -2.8211
H 5.9381 -0.6743 6.6432
H -1.7062 -3.3115 -1.2352
H -2.8592 5.1963 1.6167
H 3.1883 3.1852 3.3038
O -2.3518 -2.3946 3.5741
H -1.1545 0.9202 2.4095
C -1.9764 -1.3279 -2.0657
C -2.9368 -4.0318 2.0503
H 0.0718 -4.9738 -5.0460
O -6.3548 -2.1448 0.4534
N -5.9688 -5.4373 -4.0630
O 3.3814 -3.3506 -4.4144
C 6.2736 -2.7289 -1.7542
H 1.2219 -1.8980 -2.5278
H -5.5194 1.1714 -4.1467
H -1.4314 3.1047 1.9898
H 5.2597 -6.2576 -2.8176
H 4.3035 -1.3006 6.8904
H -2.6101 -0.1005 4.3216
C -1.4066 1.4135 3.3469
H -3.8632 5.0947 0.1900
H -2.1970 -4.8356 2.0104
H -3.5980 -4.1676 1.1969
H 5.8126 -2.0793 -4.9670
H 2.2909 -1.8923 2.7689
C 4.8696 -2.0489 2.0477
O -5.0141 4.3193 5.3674
H -3.9087 0.6665 -4.1191
H 2.4806 -0.0311 1.8106
H 3.5086 4.6428 0.9297
F 0.6628 0.4403 -1.3685
H 4.2160 -0.4669 -2.7034
H 2.9578 7.3778 0.8453
H 1.4741 7.3176 1.8356
C -6.9471 -1.4759 1.4644
C -5.7510 -1.1862 -1.6087
O -4.8847 5.3195 3.3353
H 4.0991 4.9657 -3.0307
C 1.7938 -2.3882 -1.7354
C -0.1332 0.8855 -0.3224
H -0.1553 -3.2781 2.3259
O 2.5555 7.0197 -2.2356
O 1.3038 2.7348 5.0211
C 4.2455 -5.9538 -3.1060
O -5.0094 3.1274 3.5078
O -7.8840 -1.8653 2.0797
H -1.2611 -6.4329 -3.5596
C -3.4261 -3.0574 4.0625
H 1.5643 3.1754 -2.2704
H 4.8549 2.6821 3.9288
H 4.0852 -2.4403 1.3923
H -4.3631 2.3119 -4.8485
H 1.1616 -4.6595 -3.7519
O -0.6039 -5.4313 -1.8402
H 5.2790 1.9878 5.8253
H -5.7858 -2.1920 -2.0416
H 4.2370 -5.6956 -4.1630
H 1.5410 3.9986 -3.8111
H 5.2080 -1.9112 5.5878
C 3.6966 -0.8549 -1.8226
H 4.4282 1.2000 7.1871
H -2.6887 3.1986 -1.6531
H 2.2159 1.6688 1.6446
H 0.0347 3.3458 -3.1856
O -0.3691 1.3279 4.3504
C -5.0460 -5.2116 -2.9105
C -5.0917 4.4496 -2.5975
H 2.6292 -1.3026 4.4754
H -4.1375 -5.7795 -3.0679
P 3.9873 -3.2882 -3.0713
H 5.5725 -2.7865 -0.9245
N 3.8693 -4.7919 -2.3053
H 7.0026 -1.9226 -1.6614
C -5.3333 -1.3754 -0.1590
H 0.1974 4.4879 0.3512
C 0.9633 3.8349 -2.8907
H 4.5941 2.9263 2.2183
C 3.1819 3.9898 0.1113
C 0.0956 -4.7846 -3.9696
C -3.8219 5.5021 1.2087
H -4.0092 2.9268 1.6684
C -1.6342 0.6938 -0.7265
C 5.0219 -0.9786 6.1229
H 3.6654 0.9658 0.9316
F 0.2773 0.1415 0.7135
H -4.8249 -4.1479 -2.9828
H -5.7276 2.8681 1.5250
H -5.3512 0.7462 0.0065
N 5.5819 -2.7596 -3.0224
H 4.1166 3.3539 -2.3418
O -3.7118 -4.0957 3.2674
H -0.6379 -2.8434 0.6685
H 1.5474 -3.4495 -1.7069
C 4.1707 4.4251 -2.0887
N 0.6902 5.0861 -2.1944
H 5.4407 -1.3247 1.4632
H -0.3502 -3.8060 -3.8150
C -3.1548 3.2494 -2.6406
O -5.4966 3.1562 -2.6411
H -4.3816 -1.9036 -0.1234
H 7.3697 -2.4346 -4.0508
O -5.8111 5.3977 -2.5998
H -2.3421 3.3572 3.5284
C -4.3499 2.2877 -2.7241
H -2.6327 -0.8238 -2.7784
C 1.8642 7.3726 0.8223
C -0.3671 -5.9784 -3.1292
C 4.0604 -5.0004 -0.8629
N 3.7360 1.1991 3.0002
C -0.4264 5.8929 -2.6725
H 3.9934 3.2578 0.1097
H -5.9373 5.1045 1.5626
H -2.9160 1.5420 4.7999
C 0.3358 2.4927 4.3754
O -2.5415 1.2213 0.1059
H 5.1280 -5.0229 -0.6234
C -4.9769 4.2659 4.1727
H 2.8968 -0.2179 -1.4671
H -1.2403 5.8825 -1.9381
O -3.9985 -2.7261 5.0544
F 0.2465 2.1627 -0.1512
C 2.9993 0.9262 1.8071
H -5.6352 -5.4852 -2.0429
H 0.4579 -8.0088 -3.1704
O -6.4087 -0.2449 1.5644
C -0.8245 -2.6621 1.7268
H -4.9181 -0.6859 -2.1125
C 2.9629 -1.9024 3.6294
O -0.2713 3.4362 3.6272
C -1.4632 2.9081 3.0621
H 0.1668 5.6393 1.7085
O 0.7728 -7.0672 -1.4023
H -4.3344 -0.0586 1.2134
H -1.7381 1.2214 -1.6869
H -3.6081 0.9452 3.3023
N 3.2327 -2.2323 -2.0128
O -3.7669 4.5374 -2.7015
H -3.9185 6.5751 1.0638
H 3.4935 1.8571 5.8756
O 6.2265 0.3754 3.3556
C -5.2911 -0.0954 0.6946
H 6.8723 -3.6456 -1.6171
H 1.5366 -1.9119 -0.7908
C 4.4350 1.3566 6.1115
H 3.5622 -4.1959 -0.3283
H -0.9834 -1.5129 -2.4906
H -0.7316 5.9836 0.2797
C 0.1385 -6.0213 -0.8635
H -0.8943 5.4971 -3.5744
C -4.9525 4.8700 1.9792
C -2.7215 0.9088 3.9292
H -2.7848 -1.9339 1.6078
O -7.1344 -5.1816 -3.8985
P 1.9885 5.8973 -1.4682
C 0.2119 5.5403 0.6237
```



4.
ORCA calculation (the ωB97M-V functional and the def2-TZVPD basis) on C7H15NO5P2 in the gas phase.

As for the structure (SMILES): CCCO[C@H]1NC(=O)C[C@@H]1PP(=O)(O)O. The orbital gap comes out at 9.943 eV. For the total energy, the calculation gives -1389.48130 hartree. As for the LUMO energy: -0.0026 hartree.

Geometry as XYZ:
```
30
C7H15NO5P2 | the Open Molecules 2025 dataset | the ωB97M-V functional and the def2-TZVPD basis
C -1.1460 -0.4968 0.1716
C 3.0640 0.8394 0.4250
C -0.3604 -2.2815 1.5346
H 3.1537 -1.1263 -0.4368
C -0.4886 -1.5713 -0.7249
C 1.4313 -0.1221 -1.2149
H -2.1429 0.3581 -1.9561
C -1.4625 -1.2345 1.4839
O 0.5182 -1.1443 -1.5975
H 0.8556 -3.0229 0.0745
H -1.7168 2.6808 -2.0835
P -2.5940 2.3330 -0.1130
H -0.4470 0.2893 0.4346
H 0.8890 0.8074 -0.9945
O 0.1616 -2.7586 2.5109
H 3.7273 0.6338 1.2630
O -3.8160 2.7587 0.5531
H 3.6530 1.3074 -0.3667
H -2.4446 -1.7127 1.4482
H -1.4257 -0.6028 2.3677
O -2.2974 3.1417 -1.4678
P -2.6617 0.1952 -0.6496
H 1.9977 0.0641 -2.1270
C 2.3908 -0.4346 -0.0728
O -1.3054 2.5746 0.8170
H 1.8795 -0.9214 0.7576
H -0.4602 2.4742 0.3642
H -1.2359 -2.0178 -1.3838
H 2.3243 1.5743 0.7528
N -0.0408 -2.5845 0.2304
```



Which of these has the highest orbital gap?
C7H15NO5P2